(1)
This record from OMol25 describes C5H8CrO3 as an isolated structure. The level of theory is ωB97M-V/def2-TZVPD.

Calculated values
LUMO energy (spin up / spin down): -0.011 / -0.023 Ha
multiplicity: 5
energy above the lowest of the compared OMol25 structures with the same formula, charge and spin: 0.00 kcal per mole
highest occupied orbital energy (spin up / spin down): -0.2863 / -0.2920 Eh

XYZ file:
```
17
Properties=species:S:1:pos:R:3:forces:R:3
Cr -1.102 0.921 -1.152 -1.027 0.125 0.175
O 0.394 -0.107 -1.595 -0.990 0.270 -0.547
O 0.015 -0.226 0.652 -0.194 -1.806 1.000
C -0.219 0.813 1.562 -0.015 0.010 -0.495
C -1.742 0.907 1.566 -0.513 -0.789 0.959
O -2.255 0.593 0.303 0.130 1.557 -0.952
C 0.326 -0.915 -0.519 3.521 -2.308 0.692
H 0.178 0.536 2.550 -0.133 -0.069 -0.237
H 0.320 1.728 1.272 -0.242 0.082 -0.209
H -2.071 1.859 2.016 -0.113 -0.055 -0.436
H -2.101 0.094 2.227 0.155 0.389 0.062
C 1.491 -1.825 -0.248 0.181 -0.034 -0.741
C 0.243 -2.581 -0.698 -0.170 2.033 0.964
H 2.304 -1.747 -0.976 -0.100 -0.174 0.335
H 1.776 -1.939 0.802 -0.023 0.102 -0.457
H 0.290 -2.996 -1.711 -0.448 0.399 0.399
H -0.240 -3.173 0.087 -0.020 0.266 -0.512
```
Positions in Å, forces in eV/Å.



(2)
This record from OMol25 describes CH5N2O as an isolated structure. The level of theory is ωB97M-V/def2-TZVPD.

Calculated values
LUMO energy: -0.292 Ha
energy above the lowest of the compared OMol25 structures with the same formula, charge and spin: 149.30 kcal per mole
highest occupied orbital energy: -0.6008 Eh
total charge: +1

XYZ file:
```
9
Properties=species:S:1:pos:R:3:forces:R:3
C -0.445 -0.203 0.147 -2.641 3.339 1.312
N 0.585 -0.818 0.530 2.809 -0.911 0.951
N -1.409 -0.556 -0.720 2.878 -0.697 -0.104
O 1.730 -0.866 0.741 -1.564 -0.735 -0.306
H -0.700 0.755 0.866 0.992 -2.515 -1.114
H 1.450 1.206 0.114 1.943 0.622 0.733
H -2.268 -0.200 -0.472 -2.307 0.998 0.131
H -1.121 -0.490 -1.679 -0.312 -0.521 -0.626
H 2.178 1.171 0.472 -1.800 0.420 -0.976
```
Positions in Å, forces in eV/Å.



(3)
This record from OMol25 describes a 2-piece molecular cluster, FH6N4P overall. The level of theory is ωB97M-V/def2-TZVPD.

Calculated values
LUMO energy (spin up / spin down): -0.003 / 0.009 Ha
energy above the lowest of the compared OMol25 structures with the same formula, charge and spin: 37.67 kcal per mole
highest occupied orbital energy (spin up / spin down): -0.3014 / -0.2915 Eh

XYZ file:
```
12
Properties=species:S:1:pos:R:3:forces:R:3
N 0.434 2.570 0.301 -0.020 0.164 -0.090
N -1.043 -3.576 0.069 -0.578 -0.035 -0.102
N -0.140 1.222 0.263 -0.015 -0.169 0.055
N -0.068 -3.222 -0.696 -0.630 -0.117 0.163
F 1.671 -3.585 1.011 -0.115 0.237 -0.713
P 1.565 -3.087 -0.545 0.811 -0.142 0.714
H 1.428 2.438 0.496 -0.338 0.044 0.147
H 0.039 3.013 1.133 0.290 -0.226 -0.177
H -0.702 -3.828 0.998 0.415 0.112 -0.190
H 0.245 0.786 -0.578 -0.283 0.218 0.198
H -1.137 1.354 0.083 0.373 -0.052 -0.126
H -0.397 -2.964 -1.631 0.090 -0.034 0.123
```
Positions in Å, forces in eV/Å.



(4)
This record from OMol25 describes C35H45AsIrPS4Si as an isolated structure. The level of theory is ωB97M-V/def2-TZVPD.

Calculated values
LUMO energy (spin up / spin down): 0.145 / 0.145 Ha
highest occupied orbital energy (spin up / spin down): 0.0166 / 0.0264 Eh
total charge: -2

XYZ file:
```
88
Properties=species:S:1:pos:R:3:forces:R:3
Ir 2.002 -1.455 -0.657 -0.309 0.054 -0.182
S 2.115 -3.114 1.064 -0.066 -0.749 0.042
S 4.057 -3.251 1.605 -0.048 1.810 0.632
S 4.058 -0.966 2.271 0.392 -1.611 -0.222
S 3.773 -0.165 0.428 0.418 0.187 -0.334
C 3.447 -1.312 -4.302 0.086 0.102 -0.049
C 3.166 -0.107 -3.390 -0.272 0.249 0.278
C 2.583 1.032 -4.244 0.151 0.019 -0.039
C 4.486 0.357 -2.792 0.004 0.006 0.098
C 2.109 -0.574 -2.384 0.306 -0.041 -0.698
H 4.144 -1.033 -5.104 0.019 0.000 -0.055
H 2.525 -1.683 -4.757 -0.022 -0.021 0.023
H 3.885 -2.119 -3.714 -0.016 0.052 -0.018
H 3.297 1.358 -5.010 0.009 0.021 -0.048
H 2.344 1.895 -3.618 -0.011 -0.003 0.024
H 1.667 0.709 -4.746 -0.014 -0.009 0.005
H 5.194 0.615 -3.590 0.026 -0.001 0.009
H 4.919 -0.418 -2.165 0.025 -0.070 0.050
H 4.344 1.233 -2.157 -0.010 0.040 0.024
H 1.157 -0.478 -2.941 -0.037 -0.356 -0.062
C 0.636 1.495 -0.136 -0.130 -0.017 0.095
C -0.154 2.639 0.502 0.033 0.016 -0.001
As -2.098 2.736 0.165 0.084 -0.048 -0.008
C -2.242 4.637 0.676 -0.009 0.070 -0.024
C -2.819 5.097 1.857 0.016 -0.075 0.002
C -2.903 6.457 2.126 0.009 0.081 -0.013
C -2.410 7.385 1.220 -0.016 -0.047 0.027
C -1.834 6.940 0.037 0.009 0.046 -0.016
C -1.759 5.582 -0.230 -0.012 -0.066 0.004
C -2.882 2.005 1.797 0.005 -0.068 0.043
C -2.169 1.720 2.958 0.035 -0.008 -0.051
C -2.807 1.164 4.059 -0.004 -0.021 0.028
C -4.169 0.902 4.018 -0.006 0.017 -0.026
C -4.892 1.195 2.869 -0.010 -0.020 0.048
C -4.247 1.734 1.765 0.005 0.006 -0.048
P 0.528 -0.257 0.451 -0.074 0.006 0.156
C -1.235 -0.656 0.133 0.082 0.160 0.114
C -1.605 -0.596 -1.214 -0.084 0.024 -0.105
C -2.880 -0.945 -1.627 0.033 0.021 -0.011
C -3.812 -1.399 -0.704 -0.051 -0.016 -0.013
C -3.450 -1.495 0.632 -0.004 0.000 0.013
C -2.180 -1.124 1.046 -0.062 0.043 -0.035
C 0.709 -0.126 2.247 -0.350 0.149 -0.036
C 0.331 -1.196 3.069 -0.017 0.030 -0.004
C 0.526 -1.141 4.437 0.064 0.030 0.055
C 1.149 -0.038 5.014 -0.008 -0.121 0.052
C 1.626 0.974 4.198 0.085 0.021 -0.139
C 1.425 0.922 2.824 0.010 0.085 0.150
H 1.707 1.702 -0.055 0.007 0.029 -0.038
H 0.436 1.435 -1.208 0.012 0.003 0.011
H 0.203 3.573 0.056 -0.017 0.037 0.028
H 0.029 2.726 1.573 -0.014 -0.011 -0.027
H -3.198 4.386 2.581 0.002 0.017 -0.009
H -3.351 6.793 3.054 -0.001 -0.004 0.002
H -2.473 8.445 1.433 0.000 0.001 0.000
H -1.444 7.653 -0.679 0.000 -0.004 0.000
H -1.315 5.247 -1.164 -0.004 0.013 0.010
H -1.101 1.887 3.011 -0.016 -0.011 0.002
H -2.224 0.916 4.937 0.001 0.001 -0.003
H -4.664 0.458 4.874 0.002 -0.001 -0.001
H -5.953 0.981 2.823 -0.004 -0.002 -0.003
H -4.807 1.921 0.855 0.002 -0.001 0.013
H -0.867 -0.299 -1.950 0.014 -0.008 0.006
H -3.137 -0.885 -2.678 -0.002 0.002 -0.007
H -4.806 -1.690 -1.025 -0.010 -0.002 -0.002
H -4.166 -1.846 1.366 -0.019 -0.005 0.018
H -1.942 -1.174 2.097 0.047 0.000 0.110
H -0.071 -2.096 2.626 -0.055 0.019 0.002
H 0.229 -1.982 5.052 -0.009 0.006 0.011
H 1.321 -0.005 6.084 -0.013 0.004 0.020
H 2.195 1.793 4.622 -0.005 0.036 0.020
H 1.872 1.681 2.195 -0.068 0.019 0.027
C 0.999 -5.830 -0.623 -0.074 0.007 -0.079
Si 1.168 -4.540 -1.994 -0.004 0.144 -0.138
C 2.921 -4.689 -2.669 -0.008 -0.103 0.053
C 0.017 -5.209 -3.369 0.073 -0.012 0.029
C 0.648 -2.789 -1.651 -0.135 -0.048 0.107
H 1.080 -6.834 -1.056 -0.012 -0.014 -0.022
H 0.030 -5.752 -0.123 -0.013 0.012 0.015
H 1.770 -5.695 0.131 0.022 -0.013 0.034
H 3.172 -5.736 -2.867 0.005 -0.035 -0.007
H 3.627 -4.295 -1.934 0.002 0.052 -0.025
H 3.040 -4.129 -3.599 -0.018 0.006 0.051
H 0.263 -6.240 -3.645 0.012 -0.032 -0.012
H 0.083 -4.591 -4.268 0.002 0.023 -0.018
H -1.024 -5.192 -3.032 -0.018 0.013 0.010
H -0.318 -2.849 -1.124 0.047 -0.079 0.057
H 0.394 -2.384 -2.644 0.005 -0.030 0.025
```
Positions in Å, forces in eV/Å.



(5)
This record from OMol25 describes a 2-piece molecular cluster, C4H10N overall. The level of theory is ωB97M-V/def2-TZVPD.

Calculated values
LUMO energy (spin up / spin down): -0.193 / -0.159 Ha
energy above the lowest of the compared OMol25 structures with the same formula, charge and spin: 127.51 kcal per mole
highest occupied orbital energy (spin up / spin down): -0.4979 / -0.5190 Eh
total charge: +1

XYZ file:
```
15
Properties=species:S:1:pos:R:3:forces:R:3
C -0.471 0.275 1.521 1.206 -1.105 -0.070
C 0.113 -0.133 0.236 0.138 -0.194 -1.694
C 0.635 -1.543 -0.121 -1.228 0.703 2.601
C -0.953 0.886 -2.049 1.270 -0.324 -0.520
N 0.880 0.777 1.136 1.607 0.569 0.542
H -1.134 1.107 1.616 -0.816 -0.148 0.203
H -0.326 -0.498 2.289 -0.796 0.593 0.050
H 0.816 -1.722 -1.133 0.801 0.255 -1.551
H -0.234 -2.158 0.083 -0.208 -0.353 0.123
H 1.436 -1.945 0.547 -0.362 0.646 -0.570
H -1.083 1.987 -2.027 0.981 -0.798 -0.028
H -1.876 0.435 -1.885 -1.465 -0.925 0.757
H -0.407 0.284 -2.845 -0.130 1.408 1.311
H 0.899 1.779 0.905 0.214 -0.640 -0.005
H 1.706 0.470 1.726 -1.212 0.314 -1.147
```
Positions in Å, forces in eV/Å.



(6)
This record from OMol25 describes C7H11N as an isolated structure. The level of theory is ωB97M-V/def2-TZVPD.

Calculated values
LUMO energy: 0.030 Ha
energy above the lowest of the compared OMol25 structures with the same formula, charge and spin: 177.74 kcal per mole
highest occupied orbital energy: -0.3128 Eh

XYZ file:
```
19
Properties=species:S:1:pos:R:3:forces:R:3
C -2.277 0.500 0.269 -1.498 -2.598 0.962
C -0.186 -0.219 -0.277 0.780 -1.130 0.151
C 0.969 -0.832 -0.974 2.487 -1.873 -0.345
C 1.532 -0.319 0.451 5.377 0.431 -2.956
C 0.311 -0.897 0.990 1.147 2.065 -1.367
C 1.500 1.313 0.191 -0.818 -3.071 0.047
C 0.279 1.281 -0.309 -4.164 -0.286 0.603
H -2.027 0.297 1.472 -0.690 1.391 -3.183
H -3.367 0.285 0.075 1.035 -0.044 0.586
H -2.183 1.517 -0.178 0.093 -0.857 1.014
H -1.723 -1.697 0.082 0.826 4.606 -2.793
H 1.441 -0.416 -1.868 -0.434 0.103 0.028
H 0.989 -2.002 -1.027 -0.240 2.059 0.177
H 2.480 -0.724 0.649 1.460 -0.347 0.837
H 0.079 -0.401 1.791 -1.905 2.432 5.095
H 0.262 -1.933 1.153 -0.072 -1.388 -0.643
H 2.293 2.052 0.179 -0.230 -0.183 0.480
H -0.713 1.817 -0.489 2.996 0.814 -0.436
N -1.472 -0.536 -0.555 -6.151 -2.124 1.744
```
Positions in Å, forces in eV/Å.



In order of appearance, F_max = 4.27 4.45 1.09 1.92 2.96 6.74 eV Å⁻¹.
In order of appearance, calculated total energy = -39873.748 -6132.607 -18061.319 -161211.769 -5788.329 -8920.021 eV.